7 unconnected molecules or ions with the total composition C31H44BrF18O15S at a distorted geometry, computed with wB97M-V/def2-TZVPD.

XYZ file:
```
110
Properties=species:S:1:pos:R:3
C -1.1943 8.4309 2.0013
O -2.4626 7.7955 1.6123
C -3.5786 8.1831 2.4883
S -3.1634 8.2929 4.3112
Br -4.7457 9.6305 5.2009
C -3.3122 6.6411 5.1916
C -1.9093 5.7665 5.2349
C -1.8716 4.8918 3.8268
O -0.7363 3.9600 3.7349
C -0.7052 3.2859 2.4278
C -1.7160 3.5590 1.1619
O 0.2316 2.3231 2.2540
H -1.2611 9.6042 2.1424
H -0.6564 7.9111 2.9258
H -0.4445 8.2652 1.0870
H -4.1192 9.1836 2.1251
H -4.4046 7.3275 2.3836
H -3.5624 6.8887 6.3323
H -4.1610 5.9402 4.7914
H -1.8630 5.0189 6.1589
H -1.0047 6.5261 5.3249
H -1.7183 5.6913 2.9646
H -2.9297 4.3555 3.7146
H -2.8553 3.6772 1.4984
H -1.4684 4.5748 0.5867
H -1.7206 2.6975 0.3561
C 2.5143 2.6242 0.1250
C 1.7646 1.5314 -0.6145
O 1.7149 1.8176 -2.0201
C 2.8266 1.4747 -2.7464
O 3.8270 0.9546 -2.2599
C 2.6199 1.7883 -4.2272
F 2.0638 3.0165 -4.4345
F 1.7897 0.8897 -4.8307
F 3.7800 1.7738 -4.9425
H 2.0759 3.6043 -0.0894
H 2.4850 2.4511 1.2045
H 3.5613 2.6685 -0.1904
H 0.7293 1.4935 -0.2605
H 2.2040 0.5439 -0.4311
C -1.0226 -4.3722 -1.1896
C -1.0244 -3.1451 -2.0825
O -2.1102 -2.2724 -1.7365
C -1.8960 -1.4339 -0.6725
O -0.8524 -1.4030 -0.0261
C -3.1078 -0.5315 -0.4460
F -4.2901 -1.2088 -0.5098
F -3.1891 0.4614 -1.3780
F -3.0924 0.0874 0.7682
H -1.9944 -4.8754 -1.2251
H -0.2468 -5.0769 -1.5021
H -0.8434 -4.1006 -0.1447
H -1.1797 -3.4494 -3.1227
H -0.0664 -2.6137 -2.0419
C 2.4211 3.2246 5.1975
C 2.5708 4.3513 6.2030
O 3.7291 5.1438 5.9024
C 3.5717 6.1003 4.9322
O 2.5194 6.2966 4.3305
C 4.8617 6.8981 4.7486
F 5.9710 6.1056 4.7036
F 5.0678 7.7812 5.7677
F 4.8758 7.6325 3.6005
H 3.3379 2.6280 5.1488
H 1.5871 2.5716 5.4694
H 2.2419 3.6144 4.1907
H 2.7228 3.9320 7.2029
H 1.6704 4.9751 6.2488
C -5.9548 -7.2384 -5.0640
C -5.2963 -8.4803 -4.4920
O -3.8679 -8.3862 -4.5965
C -3.2366 -7.6635 -3.6167
O -3.8230 -7.1116 -2.6896
C -1.7229 -7.6860 -3.8220
F -1.3626 -7.4710 -5.1199
F -1.1755 -8.8850 -3.4704
F -1.0709 -6.7407 -3.0879
H -5.6189 -7.0631 -6.0912
H -7.0436 -7.3409 -5.0596
H -5.6884 -6.3479 -4.4862
H -5.6009 -9.3568 -5.0730
H -5.6023 -8.6593 -3.4547
C -2.6046 -10.6989 0.1782
C -2.2643 -11.4702 -1.0837
O -3.0505 -12.6680 -1.1690
C -4.3217 -12.5225 -1.6629
O -4.7976 -11.4480 -2.0191
C -5.0256 -13.8760 -1.7445
F -4.8486 -14.6318 -0.6229
F -4.5685 -14.6298 -2.7855
F -6.3732 -13.7668 -1.9171
H -2.4952 -11.3375 1.0608
H -1.9517 -9.8283 0.2874
H -3.6429 -10.3534 0.1625
H -1.2147 -11.7800 -1.0517
H -2.3908 -10.8537 -1.9813
C 5.8183 4.3581 -3.6254
C 6.4767 3.1162 -3.0535
O 7.9052 3.2103 -3.1580
C 8.5365 3.9330 -2.1782
O 7.9501 4.4849 -1.2511
C 10.0502 3.9105 -2.3835
F 10.4105 4.1255 -3.6814
F 10.5976 2.7114 -2.0319
F 10.7022 4.8558 -1.6494
H 6.1542 4.5334 -4.6527
H 4.7294 4.2556 -3.6211
H 6.0847 5.2486 -3.0477
H 6.1722 2.2397 -3.6345
H 6.1707 2.9372 -2.0162
```

Computed properties:
- charge = +1
- HOMO (eV) = -12.4408
- orbital gap (eV) = 6.185
- multiplicity = 1
- E (Eh) = -7105.6264
- lowest unoccupied orbital energy (eV) = -6.26